No. 1
Computed, not measured: a 4-piece molecular cluster, C31H59FN2O12 overall, with ωB97M-V/def2-TZVPD.

Summary:
Net charge: 0
E_HOMO, eV: -9.08
LUMO, eV: 0.6
SMILES: C[C@@H](F)C[C@@]1(c2ccncc2)OC(=O)[C@](C)(N)[C@@H]1O.COCCOCCOC.COCCOCCOC.COCCOCCOC

Geometry as XYZ:
```
105
C31H59FN2O12 ωB97M-V/def2-TZVPD
F 0.2049 0.4000 -5.6831
O 3.1960 -1.1935 3.0131
O 2.1118 -3.5274 -7.6492
O 0.3014 -0.7013 3.8000
O -1.9079 0.0664 10.3113
O -0.8629 3.2499 10.7807
O 1.1475 -1.9029 -8.7830
O 1.9061 -3.6893 4.2888
O 0.2882 0.7109 -1.6358
O -2.0734 -2.0623 -8.2458
O -0.7261 2.7656 0.6500
O -2.6318 1.5187 -1.3999
O -0.3085 1.6724 8.2156
N -1.1573 0.7068 -12.3693
N -0.7322 -4.0906 -7.3404
C -0.5708 1.1190 -2.6906
C 0.0762 -2.6914 -5.4776
C -0.8185 -0.3648 9.5142
C 0.9258 -0.3563 2.5745
C -0.1419 0.4202 4.5317
C 0.0860 4.0027 11.5011
C -0.8920 -1.5946 -7.6291
C 0.1073 0.3735 -12.1139
C 2.0201 -1.3451 2.2336
C 1.1933 -2.7934 -7.7912
C 2.3743 1.2630 -6.1249
C -1.0266 3.6882 9.4437
C 3.1832 -3.1293 4.5423
C -1.3854 2.5435 8.5236
C 0.7392 -0.6138 -1.7770
C -1.6038 2.1005 -2.1902
C -0.6455 4.1336 0.9784
C -0.1251 -2.8090 -6.9877
C -2.0092 2.2098 0.8846
C 0.8962 0.3065 -7.9283
C 0.5481 -0.1621 -10.9075
C 0.1353 0.7710 9.2193
C -2.0316 0.5004 -11.3890
C -0.3840 -0.3773 -9.8843
C -3.0885 -0.6672 10.0801
C 1.3271 0.1951 -6.4862
C -2.2918 1.0902 -0.0890
C 3.1750 -1.6277 4.3636
C 0.1242 -0.8935 -8.5511
C 1.9666 -5.0058 3.7919
C -1.7136 -0.0358 -10.1387
H 0.9547 -5.2997 3.5191
H -3.1738 0.5550 0.2703
H -0.9813 -4.6233 -6.5231
H -0.7360 4.2919 2.0593
H -1.1762 -0.7851 8.5670
H 2.3525 -1.1726 4.9180
H -1.6698 2.9817 7.5637
H 0.8256 0.5436 -12.9039
H -1.0790 0.2537 -3.1306
H 1.7617 -0.7723 -6.2662
H 1.3508 0.6519 2.6239
H 1.2595 -0.8900 -0.8615
H -3.8870 -0.1885 10.6439
H 2.3395 -1.1482 1.2076
H 1.0444 0.3278 8.8062
H 0.2282 3.5151 12.4637
H 1.6491 -2.3720 2.2608
H -1.2673 -0.9157 -6.8715
H 0.1614 -0.3755 1.7849
H -1.4219 4.7110 0.4629
H -0.6884 -2.0504 -5.0480
H 1.7751 0.4507 -8.5437
H 2.5853 1.8893 -6.9882
H 3.3156 0.8234 -5.8160
H -0.2623 5.0280 11.6708
H -2.7885 2.9747 0.7901
H 2.3473 -5.7023 4.5480
H 1.9700 1.9188 -5.3626
H -1.4626 0.3814 -0.1077
H -2.9875 -1.7049 10.4180
H 1.5806 -0.4275 -10.7524
H -0.1045 -1.3009 -1.9141
H 1.4311 -0.7070 -2.6232
H 3.9342 -3.5635 3.8722
H -3.3581 -0.6593 9.0174
H 2.5996 -5.0634 2.8985
H -3.0588 0.7731 -11.5878
H -2.4601 -0.1698 -9.3812
H -0.9728 0.9237 4.0227
H 4.1081 -1.2493 4.7874
H -1.8386 4.4278 9.4137
H -1.1252 2.9327 -1.6720
H 0.0320 1.5985 -3.4695
H 3.4659 -3.3581 5.5790
H -0.4830 0.0693 5.5039
H -2.2505 1.9940 8.8993
H -0.2738 -1.1473 10.0593
H 1.0417 -2.2854 -5.2072
H 0.2517 1.1794 -8.0131
H -1.8557 -2.5602 -9.0407
H -2.1170 2.5110 -3.0632
H 0.4130 1.2974 10.1340
H 0.0046 -3.6628 -5.0010
H -0.1094 4.1655 9.0797
H 1.0489 4.0306 10.9781
H 0.6729 1.1352 4.6907
H 0.3282 4.4924 0.6496
H -0.1181 -4.6590 -7.9031
H -2.0314 1.8124 1.9087
```

These are the Löwdin partial charges, in e, on atoms 1 to 8: number 1, F, carries -0.0262; number 2, O, carries -0.1213; number 3, O, carries 0.1598; number 4, O, carries -0.1925; number 5, O, carries -0.1966; number 6, O, carries -0.1959; number 7, O, carries 0.0935; number 8, O, carries -0.1962

No. 2
Computed, not measured: C31H60BBrClN3O9P as an isolated structure, with ωB97M-V/def2-TZVPD.

Summary:
Net charge: 0
E_HOMO (alpha / beta), eV: -7.94 / -9.06
Spin multiplicity: 4
LUMO (alpha / beta), eV: -0.3 / -0.3

Geometry as XYZ:
```
107
C31H60BBrClN3O9P ωB97M-V/def2-TZVPD
Br -4.0336 3.9656 4.3190
Cl -2.7643 3.1881 7.7771
P -1.7488 4.1505 6.3219
O -6.4501 -3.2149 4.4715
O 0.5340 5.4900 2.5105
O 4.9185 -0.9212 -3.3764
O -1.5082 1.5344 3.3611
O -1.2068 0.0384 5.0608
O -0.2700 3.4426 6.4908
O -2.6537 1.7898 5.2087
O 0.9441 3.4598 1.3020
O -1.4781 1.0506 -2.9554
N -6.2692 -2.2440 3.6585
N -1.1881 -0.0663 -2.4016
N 5.9128 -0.1537 -3.1299
C 7.6331 -0.9257 -4.7294
C 7.2231 -0.8731 -3.2542
C -0.0264 -0.7402 -3.0679
C -6.7301 -2.5803 2.2698
C 0.1405 0.6187 -0.4311
C -8.0063 -3.4076 2.3738
C 4.3025 1.5942 -3.7106
C 1.3581 -0.0920 -1.0196
C -5.6385 -3.3774 1.5459
C -7.0881 -1.3176 1.4713
C -1.3055 2.9238 3.6941
C -2.3676 3.1352 4.8286
C 8.3185 -0.2018 -2.4128
C 1.2800 -0.1391 -2.5445
C -1.1907 0.0319 -0.9067
C -2.3399 0.9420 -0.4817
C -0.0486 -2.2595 -2.8404
C -0.1364 -0.5227 -4.5729
C 7.0502 -2.2852 -2.7056
C -4.5835 -1.5706 5.3153
C -3.8728 -2.4456 3.0824
C -1.7332 0.9846 4.5943
C -4.2604 -2.7253 1.6330
C 6.5701 2.2699 -3.0550
C -1.3488 3.8011 2.4526
C -4.8984 -0.1670 3.3193
C 7.5833 0.4350 -5.4232
C 5.7669 1.1862 -3.7893
C -4.9185 -1.6145 3.8288
C 6.2122 1.0867 -5.2512
C -1.4490 -1.3266 -0.2442
B 0.1160 4.2607 2.0734
H 0.6083 -2.7336 -3.5695
H 1.4516 -1.1013 -0.6098
H -2.2052 1.9601 -0.8393
H 1.3795 0.8795 -2.9332
H 6.7000 -2.2615 -1.6730
H -1.0546 -2.6571 -2.9821
H 4.1816 2.5972 -4.1224
H -1.0887 -0.8956 -4.9524
H 7.9406 0.0593 -1.4236
H -0.3421 2.9597 4.2134
H 0.4066 4.1077 6.3153
H -8.3826 -3.5950 1.3671
H -3.5144 -3.3871 1.1876
H -7.6765 -1.6087 0.6008
H 9.1426 -0.9035 -2.2839
H 3.9598 1.6030 -2.6744
H -7.6909 -0.6373 2.0741
H -4.2252 -1.7970 1.0570
H 2.1203 -0.7125 -2.9444
H -2.0090 4.6551 2.6018
H -4.8460 -0.0845 2.2371
H -5.5810 -4.3803 1.9802
H -5.9408 -3.5027 0.5030
H 0.1790 1.6764 -0.7072
H -5.3491 -1.0272 5.8710
H -0.0506 0.5277 -4.8385
H 6.2076 2.0909 -5.6819
H 3.6628 0.9201 -4.2739
H -1.7520 3.1981 1.6358
H -3.6301 -1.0580 5.4479
H 8.6386 -1.3492 -4.7911
H -1.7281 -1.1585 0.7973
H 6.9656 -1.6159 -5.2544
H -8.7719 -2.8720 2.9363
H 1.5894 2.9087 1.7474
H 0.1596 0.5802 0.6617
H 0.6711 -1.0698 -5.0612
H 2.2657 0.4391 -0.7230
H 8.0172 -2.7892 -2.7322
H -3.7226 -3.3941 3.6072
H -7.8319 -4.3637 2.8597
H -0.5898 -1.9906 -0.2279
H 8.7370 0.6905 -2.8684
H 5.4710 0.5015 -5.8044
H -2.3816 0.9574 0.6098
H 6.4220 2.1972 -1.9767
H -2.2772 -1.8413 -0.7335
H -4.0237 0.3640 3.6904
H 6.3440 -2.8656 -3.2928
H 6.2156 3.2485 -3.3790
H 0.3064 -2.5611 -1.8595
H -4.4958 -2.5674 5.7389
H -5.7812 0.3747 3.6629
H 7.6361 2.2409 -3.2587
H -6.2265 -0.7740 1.0965
H -2.9194 -1.9108 3.1246
H 8.3708 1.0897 -5.0409
H 1.4922 5.5569 2.5752
H 7.7891 0.3045 -6.4870
H -3.2934 0.5699 -0.8609
```

These are the Löwdin partial charges, in e, on atoms 1 to 8: number 1, Br, carries 0.7880; number 2, Cl, carries 0.3209; number 3, P, carries 0.5406; number 4, O, carries -0.0213; number 5, O, carries 0.1791; number 6, O, carries -0.0292; number 7, O, carries 0.0637; number 8, O, carries 0.2114

No. 3
Computed, not measured: a 11-piece molecular cluster, C31H60BCl20N3O3P overall, with ωB97M-V/def2-TZVPD.

Summary:
Net charge: +1
E_HOMO, eV: -11.37
LUMO, eV: -3.3

Geometry as XYZ:
```
119
C31H60BCl20N3O3P ωB97M-V/def2-TZVPD
Cl 3.8487 -2.7077 -5.1274
Cl 4.7739 8.2888 3.7307
Cl -0.7697 4.5331 -4.8546
Cl 2.0884 -4.9750 -6.9609
Cl -2.0380 -1.5026 -5.2088
Cl 2.4342 -4.3087 0.2347
Cl 2.9828 6.2058 1.6938
Cl 3.2378 4.9630 -1.4824
Cl 5.8547 5.0532 3.8263
Cl -5.8031 -6.4124 -0.9790
Cl 4.5795 -6.3916 1.8710
Cl -2.3463 1.8310 -1.8637
Cl -2.4900 2.2429 -6.6982
Cl -4.5686 -2.8637 1.2272
Cl 0.8535 0.1432 -5.9671
Cl -7.3466 -4.2490 2.6358
Cl -4.4713 -9.5362 -0.6745
Cl -1.4330 -2.4261 3.7179
Cl 1.3214 -4.4538 3.6652
Cl -3.9250 -1.1480 -2.0860
P 2.2856 2.0121 2.7959
O -3.7023 4.3286 1.7800
O -4.7557 2.3885 2.3473
O -1.2153 3.1547 3.7431
N 1.3543 -0.2540 1.7811
N 0.9559 0.9731 2.1054
N 0.6411 -2.3052 0.9498
C -0.4027 -2.2032 -5.3208
C 3.6368 0.6414 4.9481
C -1.3799 0.8060 1.4271
C -1.0427 -0.5355 1.0498
C -5.0044 -7.1032 0.4575
C -6.1068 -3.2543 0.4102
C 5.4995 7.4416 5.1201
C -3.3121 1.2552 -3.2433
C 0.6638 -1.2389 -4.8567
C 2.4816 6.4993 -0.9881
C 3.1917 7.1355 0.1844
C -7.2992 -3.0536 1.3144
C 3.0756 3.0281 1.4448
C 3.1009 -3.6475 -7.5842
C -0.2456 1.5248 2.0033
C 3.6693 0.8884 3.3860
C 3.3559 -5.6650 -0.4655
C 6.5541 6.4463 4.6952
C -4.4711 0.4060 -2.7794
C -1.4850 3.5765 -7.3177
C -0.2926 3.8479 -6.4301
C -3.6407 1.4870 2.5495
C 0.3583 -3.9821 5.0907
C -1.1111 -3.8324 4.7689
C 3.5124 -6.8104 0.5077
C -3.8785 -8.0405 0.0880
C 4.3056 -3.3898 -6.7095
C -2.7778 1.3968 1.2407
C 0.3242 -0.9479 1.2899
C -4.3732 3.7026 2.5388
C -0.0216 4.3667 1.7927
B -0.5114 3.0421 2.5227
H -2.1172 4.4572 -7.4199
H 0.9359 4.6660 2.2931
H 3.7290 -0.4366 5.2153
H -0.2164 -2.8169 1.1856
H 2.8061 -5.9997 -1.3453
H -3.3363 -8.3364 0.9863
H 5.9474 8.2043 5.7571
H -5.0671 0.9194 -2.0256
H -1.1469 3.2835 -8.3117
H -4.6127 -6.2650 1.0361
H -0.6484 3.6047 4.3955
H 4.3216 -5.2829 -0.7930
H 7.3011 6.9058 4.0499
H -6.1818 -2.5936 -0.4544
H -7.3037 -2.0588 1.7584
H 1.4341 6.3029 -0.7629
H 0.4931 -4.7665 5.8353
H 0.2815 2.9417 -6.2436
H 0.4443 -0.8461 -3.8642
H -1.5053 -4.7193 4.2754
H -0.3948 -3.0921 -4.6900
H 1.6273 -1.7471 -4.8178
H -2.6848 2.3556 0.6841
H 4.2598 7.2373 -0.0020
H 0.7761 -3.0587 5.4893
H 3.4262 -3.9384 -8.5830
H -5.1203 0.1694 -3.6225
H 4.5338 1.1497 5.3698
H 0.1343 4.2681 0.6967
H 3.5055 3.9774 1.8758
H -0.7493 5.1744 2.0472
H -4.7550 4.2377 3.4497
H -1.6758 -3.6742 5.6876
H 2.4760 -2.7596 -7.6743
H -6.0462 -4.2807 0.0501
H 1.3337 -2.6001 1.6453
H -1.7628 -1.2422 0.5998
H -4.1125 0.4841 2.6973
H 3.8989 2.4676 0.9320
H -8.2191 -3.1760 0.7427
H 0.3638 4.5761 -6.9067
H 4.9622 -2.6646 -7.1901
H 4.6980 6.9599 5.6782
H 2.3407 3.3556 0.6730
H 3.7374 -0.0594 2.8071
H 3.9633 -7.6645 0.0023
H -3.3234 0.7036 0.5516
H -2.6536 0.7096 -3.9153
H -3.6805 2.1349 -3.7712
H -5.7627 -7.6048 1.0566
H -3.1741 -7.5689 -0.5960
H 4.6055 1.4562 3.1445
H 2.5516 -7.1232 0.9141
H 2.7815 8.1288 0.3675
H 2.5259 7.1644 -1.8504
H 2.6999 1.0596 5.3902
H -3.0620 1.7169 3.4707
H -0.2399 -2.5166 -6.3510
H 4.8762 -4.3001 -6.5323
H 7.0610 6.0481 5.5741
```

These are the Löwdin partial charges, in e, on atoms 1 to 8: number 1, Cl, carries 0.5812; number 2, Cl, carries 0.5312; number 3, Cl, carries 0.5304; number 4, Cl, carries 0.5429; number 5, Cl, carries 0.5720; number 6, Cl, carries 0.5939; number 7, Cl, carries 0.5955; number 8, Cl, carries 0.5741

No. 4
Computed, not measured: a 3-piece molecular cluster, C31H60N2O9S overall, with ωB97M-V/def2-TZVPD.

Summary:
Net charge: 0
E_HOMO (alpha / beta), eV: -8.59 / -9.44
Spin multiplicity: 3
LUMO (alpha / beta), eV: 0.5 / 0.2

Geometry as XYZ:
```
103
C31H60N2O9S ωB97M-V/def2-TZVPD
S -1.6383 -2.0136 -5.3252
O -1.4849 -0.1730 2.2015
O -2.0208 0.5264 -2.4948
O -0.8939 -4.3436 -2.2333
O -1.6600 -3.1202 -6.2264
O 3.6884 1.3075 0.9736
O 2.1993 -0.5170 -4.4644
O -3.8970 0.7219 -3.6832
O -0.1587 -1.4221 -5.3145
O -2.5932 -1.0253 -5.6438
N 4.5849 1.5126 1.8740
N -2.7287 0.0830 2.4181
C -4.5545 1.6310 1.6560
C -3.9245 2.5976 -5.1856
C -2.5305 2.5616 2.7753
C 5.6625 0.4822 1.7183
C 2.1907 -1.7907 -5.0384
C 6.9642 0.9188 2.4240
C -3.2543 -3.1404 -3.4252
C -4.2810 -2.0420 -3.0586
C 0.5818 -3.1774 -3.7251
C 0.8012 -2.4606 -5.0431
C 3.9076 1.5945 3.2053
C -2.3542 -1.4306 4.3720
C -3.8878 2.1501 -3.7106
C -3.0367 1.4405 1.8660
C -1.8414 -2.6516 -3.6632
C 3.5384 0.2078 3.7428
C -4.5381 -0.4006 4.0817
C -0.7971 -3.8104 -3.5357
C -2.9599 2.3804 4.2293
C 6.0593 0.3315 0.2513
C -2.5307 1.0075 4.7376
C 2.4598 -0.4779 -3.0751
C -3.0204 -0.1532 3.8640
C -3.7475 -1.0168 -2.0463
C -3.1173 0.1727 -2.7497
C 4.7972 2.3584 4.2236
C 2.6232 2.4191 3.1326
C 5.2436 -0.8808 2.2734
C 3.2490 0.7410 -2.6633
C 4.6851 -0.7949 3.6904
C -2.4383 1.6047 0.4716
H 3.4391 0.6506 -1.5892
H 4.2106 0.7137 -3.1689
H 0.7930 -3.1343 -5.8937
H -5.1030 1.8029 2.5805
H -2.6268 -2.2884 3.7553
H -5.1154 -2.5540 -2.5871
H -2.6869 -1.6293 5.3916
H -4.4930 -0.6882 -1.3297
H 1.8471 1.9369 2.5394
H 7.2148 1.9517 2.1769
H 6.0999 -1.5588 2.2556
H 2.7281 1.6779 -2.8108
H 5.8406 2.4303 3.9369
H -1.4373 2.6044 2.7336
H 5.2640 -0.1011 -0.3532
H 2.7016 -0.1954 3.1628
H 6.9244 0.8186 3.5071
H -2.7572 0.8009 -0.1854
H 4.3242 -1.7783 3.9994
H 4.4708 3.3932 4.3316
H -4.7413 2.5061 1.0336
H -4.8971 0.0868 4.9894
H -1.4370 0.9868 4.7896
H 2.9932 -1.3590 -2.7165
H -3.6078 -3.6308 -4.3273
H 6.3336 1.2957 -0.1808
H 3.1763 0.2999 4.7685
H -2.4997 3.1571 4.8440
H 2.2256 2.5551 4.1392
H -4.9897 0.7687 1.1467
H -2.8894 3.5230 2.4016
H -4.0412 2.5055 4.3383
H -2.9681 2.9811 -5.5123
H -1.3500 1.6229 0.4829
H -1.2677 -1.3575 4.3931
H 2.4945 -1.6728 -6.0760
H 5.4664 -0.5181 4.4043
H -4.7384 3.2825 -5.3897
H -2.9458 -1.4647 -1.4698
H 1.3220 -3.9707 -3.6780
H 7.7965 0.2944 2.0992
H -2.7650 2.5459 0.0289
H -1.5134 -1.9198 -2.9330
H -2.8833 0.8665 5.7611
H -4.6730 -1.6037 -3.9684
H -1.0149 -4.5399 -4.3054
H 1.5095 -0.4592 -2.5323
H -4.7756 2.5590 -3.2433
H -2.9945 2.5745 -3.2725
H 2.8134 3.4063 2.7087
H -3.2644 -3.8668 -2.6257
H 6.9204 -0.3307 0.1660
H -4.1019 1.7142 -5.7888
H 0.7546 -2.5356 -2.8638
H -4.7531 -1.4655 4.1764
H 4.7585 1.8989 5.2125
H 4.4846 -1.3267 1.6221
H 2.9064 -2.4773 -4.5868
H -5.1649 -0.0676 3.2617
H -0.6632 -3.6260 -1.6267
```

These are the Löwdin partial charges, in e, on atoms 1 to 8: number 1, S, carries 0.6482; number 2, O, carries -0.0160; number 3, O, carries 0.1277; number 4, O, carries -0.0047; number 5, O, carries -0.2477; number 6, O, carries -0.0196; number 7, O, carries -0.1037; number 8, O, carries -0.0111

Energy readings, ordered: -63366.1161; -148547.3764; -304143.4464; -65358.4828 eV